Molecular formula: C30H43N4O3S4ScSi
Method: DFT, ωB97M-V/def2-TZVPD

Results
HOMO energy = -1.2 eV
HOMO-LUMO gap = 5.311 eV
calculated total energy = -4256.93075 Ha
charge = -2

Each line ends with the natural charge from an NBO analysis.
Cartesian coordinates (Å):
Sc -1.5940 -0.6265 -0.1618  1.63
O -1.7303 0.3534 5.5017  -0.72
C -2.0570 -0.9474 5.3437  0.34
C -2.1193 -1.7550 6.4790  -0.30
C -2.4263 -3.0997 6.3625  -0.20
C -2.6730 -3.6665 5.1162  -0.28
C -2.6134 -2.8631 3.9885  -0.15
C -2.3207 -1.5059 4.0844  -0.15
C -2.2262 -0.7149 2.8235  0.61
O -2.4344 -1.3025 1.7287  -0.77
N -1.9046 0.5617 2.9442  -0.53
N -1.8086 1.1019 1.6703  -0.32
C -1.8572 2.3806 1.6190  0.11
C -2.0906 3.1223 0.3962  -0.23
C -2.2102 4.5142 0.4618  -0.16
C -2.6323 5.2584 -0.6204  -0.31
C -2.9850 4.5800 -1.7947  -0.20
C -2.8845 3.2110 -1.8844  -0.29
C -2.3933 2.4384 -0.8055  0.48
O -2.2409 1.1621 -0.9301  -0.85
H -1.7434 0.7571 4.5859  0.51
H -1.9159 -1.3014 7.4404  0.20
H -2.4664 -3.7134 7.2554  0.19
H -2.8992 -4.7197 5.0228  0.20
H -2.7741 -3.2608 2.9940  0.26
H -1.8780 2.9391 2.5619  0.16
H -1.9773 5.0052 1.4022  0.19
H -2.7103 6.3357 -0.5570  0.19
H -3.3413 5.1402 -2.6524  0.19
H -3.1440 2.6800 -2.7905  0.23
S -3.8835 -1.1848 -1.4307  -0.58
S -4.2300 -3.2266 -1.3478  -0.08
S -2.4071 -3.9908 -1.8422  -0.06
S -1.2374 -3.3765 -0.2535  -0.65
C 2.2688 -0.0407 4.4564  -0.39
N 1.6212 -0.6963 3.3457  -0.35
C 1.6098 -2.0450 3.0633  -0.12
C 0.8066 -2.1910 1.9749  -0.05
N 0.3262 -0.9624 1.5804  -0.53
C 0.8295 -0.1043 2.4314  0.23
H 3.2826 -0.4224 4.5750  0.20
H 1.7061 -0.1950 5.3786  0.21
H 2.3215 1.0270 4.2515  0.21
H 2.1432 -2.7562 3.6659  0.21
H 0.5304 -3.0972 1.4668  0.25
H 0.6512 0.9565 2.4355  0.21
C 1.1229 -2.6980 -3.2856  -0.61
C 1.9605 -1.7661 -2.4009  -0.50
C 3.2960 -1.5221 -3.1179  -0.62
C 2.2968 -2.5996 -1.1574  -0.61
Si 0.8695 -0.1776 -1.9195  0.93
C 0.2572 0.5590 -3.6660  -0.50
C -0.1277 2.0358 -3.5664  -0.60
C -1.0422 -0.1745 -4.0435  -0.61
C 1.2116 0.4587 -4.8629  -0.61
C 2.1768 1.1408 -1.1834  -0.48
C 1.3874 2.2181 -0.4264  -0.60
C 3.0933 1.8511 -2.1881  -0.62
C 3.1226 0.5019 -0.1576  -0.61
H 1.6668 -3.6443 -3.4238  0.17
H 0.9328 -2.2886 -4.2759  0.19
H 0.1639 -2.9372 -2.8281  0.24
H 3.7443 -2.4952 -3.3719  0.18
H 4.0152 -1.0024 -2.4829  0.19
H 3.2036 -0.9576 -4.0442  0.20
H 2.7899 -3.5303 -1.4772  0.17
H 1.3953 -2.8817 -0.6244  0.24
H 2.9749 -2.0957 -0.4723  0.19
H -0.7271 2.2459 -2.6912  0.22
H -0.7300 2.3141 -4.4435  0.18
H 0.7361 2.6997 -3.5533  0.19
H -1.8394 0.0213 -3.3279  0.24
H -0.9365 -1.2554 -4.1008  0.22
H -1.3868 0.1794 -5.0279  0.17
H 2.1674 0.9552 -4.6828  0.19
H 0.7481 0.9490 -5.7331  0.18
H 1.4181 -0.5697 -5.1551  0.20
H 0.7467 2.8108 -1.0743  0.21
H 2.0797 2.9124 0.0765  0.17
H 0.7455 1.7753 0.3342  0.20
H 2.5497 2.4908 -2.8787  0.20
H 3.6810 1.1513 -2.7823  0.20
H 3.8034 2.4960 -1.6459  0.17
H 2.6126 -0.1373 0.5571  0.21
H 3.6320 1.3001 0.4055  0.17
H 3.9004 -0.0927 -0.6369  0.20